1.
Formula: C14H26O3RuS2Se2Si2
Source: the OMol25 dataset
Level of theory: the ωB97M-V functional and the def2-TZVPD basis

Results
Expectation value of S²: 0.76
Frontier orbital gap (spin up / spin down) (eV): 6.370 / 6.559
E_LUMO (spin up / spin down) (eV): 2.1 / 2.1
Spin multiplicity: 2
Net charge: -1

Positions of all 50 atoms, in Å:
Ru -0.7962 0.5596 -0.3481
C -1.3450 -1.1285 2.7433
Si -0.5589 0.4359 2.0171
C -1.2459 1.9177 2.9433
C 1.2950 0.3188 2.4594
C 1.7403 0.3574 3.7880
C 3.0919 0.3232 4.0952
C 4.0296 0.2537 3.0690
C 3.6013 0.1951 1.7517
C 2.2379 0.2281 1.4303
Si 1.5936 0.1886 -0.3557
C 2.3717 -1.3145 -1.2177
C 2.3683 1.6990 -1.2233
H -1.1062 -1.2209 3.8074
H -0.9631 -2.0164 2.2312
H -2.4315 -1.1026 2.6271
H -1.3760 1.7015 4.0088
H -2.2118 2.2108 2.5287
H -0.5775 2.7732 2.8331
H 1.0161 0.4121 4.5968
H 3.4225 0.3584 5.1275
H 5.0886 0.2458 3.3037
H 4.3418 0.1349 0.9581
H 3.4453 -1.3627 -1.0132
H 2.2305 -1.2417 -2.3011
H 1.9216 -2.2533 -0.8828
H 3.4514 1.7654 -1.0660
H 1.9070 2.6122 -0.8428
H 2.1761 1.6508 -2.3000
C -0.1533 0.2149 -4.8203
Se -0.7870 0.7313 -2.9067
C -2.0176 -0.7916 -3.0645
C -1.3299 -2.0832 -2.6778
Se -1.0457 -2.3286 -0.7623
C -2.8948 -2.6392 -0.2526
H -0.0064 -0.8587 -4.8661
H 0.7719 0.7673 -4.9491
H -0.9525 0.5751 -5.4564
H -2.3252 -0.8419 -4.1095
H -2.8870 -0.5786 -2.4454
H -0.3272 -2.1212 -3.1045
H -1.8956 -2.9550 -3.0147
H -3.3319 -3.3807 -0.9184
H -3.4389 -1.7015 -0.2882
H -2.8803 -3.0075 0.7705
O -2.8569 2.7734 -1.8494
S -2.6183 2.6487 -0.4263
O -3.4784 3.4595 0.4064
O -1.1498 2.7424 -0.0707
S -3.1137 0.6736 0.0370

***

2.
Formula: C7H13N3O
Source: the OMol25 dataset
Level of theory: the ωB97M-V functional and the def2-TZVPD basis

Results
Frontier orbital gap (eV): 9.614
E_LUMO (eV): 0.8
Structure (SMILES): CCc1c[nH]cn1.CC(N)=O
Net charge: 0

Positions of all 24 atoms, in Å:
C 0.1710 2.1723 0.2678
C 1.5768 1.6179 0.6984
C 1.6865 0.1859 0.7754
C 2.5102 -0.6985 0.2226
N 2.1605 -1.9384 0.8793
C 1.2243 -1.6842 1.9062
N 0.9260 -0.3799 1.8631
H 0.1613 1.8494 -0.8155
H 0.0373 3.1232 0.5704
H -0.5653 1.5174 0.8418
H 2.3323 1.9743 0.0272
H 1.8778 1.8308 1.6857
H 3.2604 -0.6189 -0.5093
H 2.7010 -2.8631 0.8057
H 0.9270 -2.6039 2.5593
C -2.2390 -1.5405 -1.1628
C -2.6673 -0.0372 -0.9150
N -2.1008 0.8540 -1.7151
O -3.4402 0.1204 -0.0210
H -2.0754 -2.1559 -0.2960
H -1.3158 -1.2964 -1.8441
H -3.1215 -2.0093 -1.7064
H -2.2808 1.8344 -1.5424
H -1.7461 0.7461 -2.5755

***

3.
Formula: C18H17BrN3O2V
Source: the OMol25 dataset
Level of theory: the ωB97M-V functional and the def2-TZVPD basis

Results
Expectation value of S²: 2.02
Frontier orbital gap (spin up / spin down) (eV): 6.713 / 7.079
E_LUMO (spin up / spin down) (eV): -7.2 / -6.9
Spin multiplicity: 3
Net charge: +2

Positions of all 42 atoms, in Å:
V -1.1023 -0.2413 -1.3726
O -0.8281 2.3161 -0.8569
C -0.0916 3.1037 -1.7406
C -0.0252 4.4737 -1.5351
C 0.7339 5.2734 -2.3718
C 1.4277 4.7082 -3.4310
C 1.3445 3.3454 -3.6525
C 0.5891 2.5295 -2.8158
C 0.5689 1.0383 -3.0779
O -0.6434 0.4745 -2.7232
N 1.5156 0.2999 -2.2221
N 0.9047 -0.2322 -1.1275
C 1.5905 -0.7004 -0.1380
C 0.9796 -1.3371 0.9816
Br -0.9542 -1.3008 0.8176
C 1.6556 -1.9073 2.0040
C 1.3088 -2.6939 3.1531
C 2.3896 -3.1699 3.9217
C 2.1869 -4.0161 4.9907
C 0.8977 -4.4062 5.3299
C -0.1873 -3.9219 4.6050
C 0.0091 -3.0781 3.5337
H -1.3263 2.9055 -0.2808
H -0.5703 4.9121 -0.7050
H 0.7780 6.3392 -2.1956
H 2.0255 5.3277 -4.0846
H 1.8653 2.9072 -4.4960
H 0.8154 0.8476 -4.1235
H 2.4689 0.6217 -2.1505
H 2.6757 -0.6437 -0.1559
H 2.7291 -1.7612 1.8972
H 3.3995 -2.8710 3.6668
H 3.0283 -4.3813 5.5631
H 0.7346 -5.0861 6.1550
H -1.1919 -4.2105 4.8828
H -0.8587 -2.7205 3.0040
C -5.6209 -0.4705 -1.5830
C -4.1947 -0.4328 -1.4579
N -3.0505 -0.4045 -1.3589
H -5.9211 -1.3217 -2.1964
H -5.9723 0.4495 -2.0538
H -6.0837 -0.5640 -0.5992

***

4.
Formula: C16H34HgP2
Source: the OMol25 dataset
Level of theory: the ωB97M-V functional and the def2-TZVPD basis

Results
Frontier orbital gap (spin up / spin down) (eV): 5.471 / 5.378
E_LUMO (spin up / spin down) (eV): -0.5 / -0.5
Net charge: 0

Positions of all 53 atoms, in Å:
P 1.2732 1.2193 2.0463
P 1.3356 -2.2483 -1.4270
C 0.3707 -0.1025 0.6351
C 0.4433 -1.5513 0.1294
H -0.0424 0.5479 -0.1396
H -0.4865 -0.1603 1.3119
H 0.6801 -2.2167 0.9820
H -0.5991 -1.8213 -0.1707
C 0.7749 -1.5393 -3.0241
H 1.4586 -1.7409 -3.8522
H 0.7181 -0.4297 -2.9629
H -0.2154 -1.9687 -3.2388
C 0.7581 -3.9594 -1.3356
H -0.0793 -4.0629 -2.0419
H 0.4309 -4.1988 -0.3086
H 1.5847 -4.6267 -1.6382
C 1.0120 3.0756 1.8115
H 1.7875 3.5926 2.4172
H 0.0158 3.3901 2.1862
H 1.1221 3.3999 0.7537
C 0.3807 0.7332 3.5333
H 0.0689 -0.3162 3.4466
H -0.4871 1.3676 3.7175
H 1.0846 0.8379 4.3702
Hg 2.5867 0.5633 -0.4786
C -2.2506 -0.8040 -1.0105
C -1.5228 0.0579 -1.7298
C -1.9777 1.3669 -2.2205
C -2.2457 2.3782 -1.0888
C -1.5051 2.1258 0.1679
C -1.9707 1.3531 1.1667
C -3.1454 0.4239 1.0952
C -3.4320 -0.3995 -0.1864
C 3.8632 0.5627 1.5449
H -2.2325 -1.8797 -1.2084
H -0.6457 -0.2870 -2.2381
H -2.8805 1.2256 -2.8375
H -1.2409 1.7822 -2.9141
H -2.0084 3.3929 -1.4443
H -3.3158 2.3006 -0.8662
H -0.6515 2.7581 0.3165
H -1.6015 1.4793 2.1908
H -4.0627 0.9900 1.3076
H -3.1119 -0.2990 1.9223
H -3.9486 -1.3396 0.0802
H -4.1054 0.1808 -0.8293
H 4.0762 -0.4806 1.8584
H 3.4115 1.1282 2.4055
H 4.7938 1.0552 1.2350
C 3.7609 -1.5124 -0.8275
H 4.7667 -1.1104 -0.9974
H 3.4616 -2.1140 -1.7156
H 3.7447 -2.1194 0.1007

***

5.
Formula: C2HN2O2
Source: the OMol25 dataset
Level of theory: the ωB97M-V functional and the def2-TZVPD basis

Results
Frontier orbital gap (spin up / spin down) (eV): 7.031 / 7.026
E_LUMO (spin up / spin down) (eV): 3.6 / 3.6
Net charge: -1

Positions of all 7 atoms, in Å:
C -0.3518 1.0284 2.1695
C 0.8676 1.0385 2.8442
N 0.7701 1.7805 1.7498
N -0.9566 0.5216 -0.1987
O -1.1606 -0.7654 -0.2381
O 1.7003 0.6789 3.6509
H 0.0519 0.7607 -0.1264

***

6.
Formula: H25O13
Source: the OMol25 dataset
Level of theory: the ωB97M-V functional and the def2-TZVPD basis

Results
Frontier orbital gap (eV): 9.565
E_LUMO (eV): 2.6
Net charge: -1

Positions of all 38 atoms, in Å:
O -2.5331 1.6332 -1.9977
H -2.2018 -2.7166 -0.5308
H 1.1608 0.1492 -2.1221
O -2.0892 -1.4011 -1.9727
H -1.4285 -0.6806 -2.0394
H -1.2007 -3.5725 -0.6364
O 1.8273 0.1155 -3.0340
H 2.2344 -0.6587 -2.7153
O 0.6385 2.8132 2.5187
H 0.5330 1.9375 2.0065
H 1.0102 3.4512 1.9730
O 0.3621 -2.0127 1.3295
H -1.8091 0.3698 -0.3997
H 1.3151 -1.9391 1.5538
O 0.1935 2.3498 -0.0183
H 0.1318 3.2419 0.2462
H -0.4391 1.9895 -0.7765
O 0.4781 -1.9307 -1.4427
H 0.1934 -2.1141 -0.6327
H -1.7543 1.0384 -2.0342
O -2.1183 -3.5218 -0.0804
H -0.1622 -1.4040 2.0754
H -0.5092 0.2476 0.3665
O -1.5106 0.3399 0.5826
H -0.0840 -1.2746 -1.9899
H -2.8256 -0.7655 -1.7488
O -0.6966 0.3585 3.7906
H -0.1405 0.3564 4.5352
H -1.2806 1.1714 3.9341
O 3.8587 0.0939 2.0396
H 2.9967 0.2189 2.6085
H 3.5565 0.3624 1.1831
O -0.4039 0.4790 -1.9930
H -0.1771 1.0234 -2.7236
H -3.0248 1.6796 -2.6582
O 2.0706 0.3176 0.3561
H 1.7364 1.2030 0.0120
H 1.5542 -0.3885 -0.1138

***

7.
Formula: C8H10Br2S
Source: the OMol25 dataset
Level of theory: the ωB97M-V functional and the def2-TZVPD basis

Results
Frontier orbital gap (spin up / spin down) (eV): 7.000 / 6.982
E_LUMO (spin up / spin down) (eV): -0.8 / -0.6
Net charge: 0

Positions of all 21 atoms, in Å:
C -0.1653 -0.5730 -1.0933
C 0.1713 -1.8402 -1.6462
C 0.7130 0.0157 -0.1941
C 1.9762 -0.9066 0.1174
C 2.7758 -1.8404 -0.9323
C 2.8659 0.0456 0.9991
C -2.7274 -0.2031 -0.7606
C -1.4408 0.0178 -1.5600
S 1.6606 -2.4884 -2.0885
Br -1.3200 -2.8991 -2.2947
Br 4.4335 -1.1766 -1.4098
H 0.7231 0.9781 0.0742
H 1.4840 -1.6113 0.7443
H 2.1594 0.3981 1.7982
H 3.1326 0.8033 0.3368
H 3.7469 -0.3579 1.3776
H -3.3483 -1.0456 -1.0816
H -3.3659 0.6837 -0.9587
H -2.4790 -0.1083 0.2987
H -1.2769 1.0649 -1.5839
H -1.6975 -0.3749 -2.6185

***

8.
Formula: C47H106BrFN6O4S
Source: the OMol25 dataset
Level of theory: the ωB97M-V functional and the def2-TZVPD basis

Results
Frontier orbital gap (eV): 6.656
E_LUMO (eV): -1.3
Structure (SMILES): COCCCCCCCCC[C@]1(C[C@H](C)Br)C(=O)NC[C@H]1S(=O)(=O)F.CCN(CC)CC.CCN(CC)CC.CCN(CC)CC.CCN(CC)CC.CCN(CC)CC
Net charge: 0

Positions of all 166 atoms, in Å:
C 1.4990 -4.1072 3.8740
O 0.2012 -3.4404 4.1386
C -0.7418 -3.6821 2.9996
C -2.1057 -2.8107 3.2743
C -2.6679 -2.0392 1.9074
C -3.4501 -3.0369 0.8912
C -3.4531 -2.6688 -0.6849
C -3.0821 -1.1576 -1.1293
C -2.1469 -1.1776 -2.5160
C -0.7062 -1.9729 -2.2946
C -0.0480 -1.7473 -0.8025
C 1.5566 -2.0627 -0.7032
C 1.9036 -1.6270 0.8486
C 2.6876 -0.1952 0.9964
C 3.0257 -0.0255 2.6255
Br 1.5359 1.4149 0.5484
C 2.4353 -1.1736 -1.8156
O 2.0126 -0.1458 -2.5592
N 3.7665 -1.8935 -1.7335
C 3.6352 -3.3328 -1.2514
C 2.0012 -3.5504 -1.2283
S 1.3549 -5.0936 -0.3855
O 2.2897 -5.5386 0.8045
O 1.4735 -6.2625 -1.4363
F -0.3075 -5.0355 0.0557
H 1.4672 -5.2765 3.9801
H 1.7992 -3.8777 2.7606
H 2.3840 -3.6860 4.5440
H -0.9492 -4.8484 2.8860
H -0.2492 -3.3257 1.9951
H -1.8021 -1.9378 4.0207
H -2.9741 -3.3980 3.7956
H -3.4642 -1.2501 2.3076
H -1.7628 -1.4540 1.4407
H -4.5607 -3.1969 1.2988
H -2.9394 -4.1104 1.0043
H -2.7886 -3.4914 -1.2400
H -4.5594 -2.8803 -1.0844
H -2.4967 -0.4949 -0.3735
H -4.0590 -0.5520 -1.4425
H -2.7446 -1.5368 -3.4572
H -1.8469 -0.0387 -2.6901
H -0.9075 -3.1468 -2.3800
H 0.0429 -1.7360 -3.1878
H -0.2929 -0.6378 -0.4925
H -0.5954 -2.4961 -0.0766
H 2.6296 -2.4663 1.2882
H 0.9058 -1.5527 1.4600
H 3.7371 -0.1478 0.4629
H 3.9641 0.6990 2.7131
H 2.1100 0.5874 3.0812
H 3.1778 -1.0501 3.1696
H 4.2598 -2.0348 -2.6495
H 4.1088 -4.1899 -1.9102
H 3.9327 -3.5921 -0.1495
H 1.7749 -3.7754 -2.3651
C -7.0080 0.5197 2.8159
C -7.2305 -0.9538 3.1477
N -6.6436 -1.3805 4.4230
C -6.6542 -2.8369 4.6024
C -8.0116 -3.5255 4.7095
C -7.0329 -0.6088 5.6056
C -8.5180 -0.5456 5.9468
H -5.9414 0.7643 2.7969
H -7.4210 0.7406 1.8259
H -7.5072 1.1812 3.5287
H -6.7723 -1.5337 2.3380
H -8.3057 -1.1588 3.1117
H -6.0563 -3.0981 5.4834
H -6.1143 -3.2857 3.7578
H -8.4667 -3.3745 5.6913
H -7.8841 -4.6068 4.5862
H -8.7142 -3.1936 3.9412
H -6.6669 0.4173 5.4829
H -6.4860 -0.9818 6.4810
H -9.1481 -0.3897 5.0685
H -8.7019 0.2933 6.6292
H -8.8510 -1.4465 6.4617
C -1.2014 1.3472 3.9762
C -1.2568 2.8422 3.6721
N -1.7599 3.6648 4.7782
C -2.0359 5.0512 4.3846
C -0.8524 5.9115 3.9519
C -1.0740 3.5115 6.0633
C 0.4211 3.8095 6.1027
H -2.1861 0.9648 4.2624
H -0.8756 0.8018 3.0841
H -0.4899 1.1162 4.7733
H -1.9232 2.9658 2.8104
H -0.2621 3.1676 3.3496
H -2.5628 5.5614 5.1994
H -2.7580 5.0307 3.5573
H -0.2586 6.2443 4.8067
H -1.2200 6.8162 3.4545
H -0.1950 5.3992 3.2451
H -1.2267 2.4843 6.4146
H -1.5759 4.1274 6.8205
H 0.9574 3.3998 5.2440
H 0.8607 3.3607 7.0020
H 0.6166 4.8800 6.1599
C 5.0583 9.1965 0.4949
C 4.5739 7.9033 1.1457
N 3.1908 7.9542 1.6330
C 2.8316 6.8007 2.4660
C 2.8115 5.4278 1.8006
C 2.1743 8.3523 0.6564
C 2.0350 7.5005 -0.6010
H 4.9726 10.0425 1.1839
H 6.1126 9.0959 0.2161
H 4.5040 9.4297 -0.4180
H 5.2391 7.7074 1.9949
H 4.7199 7.0820 0.4360
H 1.8559 6.9803 2.9326
H 3.5373 6.7577 3.3065
H 1.9225 5.2906 1.1804
H 2.7800 4.6485 2.5703
H 3.6985 5.2425 1.1899
H 2.3782 9.3845 0.3485
H 1.1964 8.4121 1.1512
H 2.9989 7.2182 -1.0302
H 1.4931 8.0663 -1.3688
H 1.4570 6.5963 -0.4123
C 3.2828 5.7066 -5.9695
C 3.3635 4.2220 -6.3161
N 4.3254 3.4649 -5.5071
C 4.5647 2.1097 -6.0166
C 3.3949 1.1303 -5.9952
C 4.1665 3.5602 -4.0541
C 2.8343 3.1132 -3.4613
H 4.2604 6.1891 -6.0655
H 2.5919 6.2079 -6.6557
H 2.9078 5.8720 -4.9561
H 3.6622 4.1582 -7.3690
H 2.3574 3.7948 -6.2482
H 5.4079 1.6630 -5.4769
H 4.9137 2.1952 -7.0545
H 3.2048 0.7474 -4.9896
H 3.6324 0.2627 -6.6211
H 2.4724 1.5670 -6.3856
H 4.3406 4.6008 -3.7563
H 4.9751 3.0052 -3.5613
H 1.9756 3.4585 -4.0411
H 2.7271 3.5238 -2.4498
H 2.7799 2.0290 -3.3663
C 1.3516 -4.6673 -5.9063
C 1.2428 -6.0069 -6.6304
N 1.9635 -7.1059 -5.9778
C 2.0509 -8.3110 -6.8106
C 0.7494 -9.0319 -7.1486
C 1.6375 -7.3488 -4.5706
C 0.1873 -7.6764 -4.2308
H 2.3968 -4.3647 -5.7889
H 0.8407 -3.8921 -6.4874
H 0.8809 -4.6940 -4.9201
H 1.6595 -5.8596 -7.6337
H 0.1819 -6.2446 -6.7624
H 2.7383 -9.0257 -6.3430
H 2.5384 -8.0348 -7.7552
H 0.3751 -9.6120 -6.3016
H 0.9262 -9.7441 -7.9625
H -0.0362 -8.3494 -7.4820
H 1.9327 -6.4660 -3.9915
H 2.2800 -8.1484 -4.1800
H -0.5259 -7.0451 -4.7653
H 0.0176 -7.5190 -3.1586
H -0.0475 -8.7208 -4.4347

***

9.
Formula: C3H28N6O11
Source: the OMol25 dataset
Level of theory: the ωB97M-V functional and the def2-TZVPD basis

Results
Frontier orbital gap (eV): 8.958
E_LUMO (eV): -0.4
Structure (SMILES): NC(N)=O.NC(N)=O.NC(N)=O.O.O.O.O.O.O.O.O
Net charge: 0

Positions of all 48 atoms, in Å:
N 1.0872 -0.3388 -1.8823
C 0.9418 0.7402 -2.6756
N 0.9592 0.4844 -4.0220
O 0.8267 1.8927 -2.2451
H 1.1568 -1.2528 -2.2812
H 1.1686 -0.1594 -0.8936
H 0.8318 1.2608 -4.6426
H 1.2162 -0.4186 -4.3650
N -2.2295 -0.2853 -2.7539
C -2.3217 -0.2691 -4.1236
N -2.7103 -1.4269 -4.6938
O -2.0138 0.7463 -4.7417
H -1.8429 0.5780 -2.4002
H -2.4861 -1.0820 -2.2134
H -2.9943 -1.2868 -5.6526
H -2.8132 -2.3082 -4.2389
N 4.8148 0.4269 0.7183
C 3.5589 0.1108 1.1275
N 2.5456 0.6316 0.3984
O 3.4035 -0.7121 2.0388
H 5.5861 0.2767 1.3436
H 5.0137 1.1131 0.0111
H 2.8291 1.2862 -0.3016
H 1.6377 0.2995 0.6856
O -2.3992 0.3565 4.0792
H -1.4237 0.4292 4.1779
H -2.5823 -0.2434 3.3451
O 1.2160 2.1605 2.5931
H 1.8534 2.7886 2.2424
H 0.4334 2.2515 2.0134
O -0.7755 -3.0391 -0.4351
H -0.7554 -3.2730 0.5014
H -1.7086 -2.9356 -0.6420
O -0.0408 -0.0682 0.7230
H -0.8102 -0.2785 0.1867
H -0.1397 -0.6309 1.5287
O -0.2171 -1.7424 2.8320
H 0.0279 -1.0999 3.5251
H -0.9810 -2.2039 3.1931
O 0.4450 0.3618 4.5317
H 0.3653 1.2050 4.9912
H 0.8835 0.6003 3.6904
O -3.5952 -1.0331 1.6059
H -3.8297 -1.9677 1.5818
H -4.2274 -0.6041 1.0153
O -0.2496 2.8345 0.4474
H 0.1616 3.6629 0.1776
H 0.1835 2.1618 -0.1014

***

10.
Formula: C13H19AsF6NO5S2Tl
Source: the OMol25 dataset
Level of theory: the ωB97M-V functional and the def2-TZVPD basis

Results
Expectation value of S²: 0.75
Frontier orbital gap (spin up / spin down) (eV): 8.288 / 7.327
E_LUMO (spin up / spin down) (eV): 2.4 / 0.6
Spin multiplicity: 2
Net charge: -1

Positions of all 48 atoms, in Å:
Tl -0.3669 -0.3431 -0.6225
C 0.1392 -6.3615 1.5860
C 0.8810 -5.1560 1.0793
C 1.8584 -4.5342 1.8484
C 2.4998 -3.3919 1.3976
C 2.1453 -2.8488 0.1749
C 1.2121 -3.4836 -0.6320
C 0.5939 -4.6361 -0.1814
S 2.8243 -1.2716 -0.3173
O 4.2353 -1.3073 -0.0221
O 2.4374 -1.0658 -1.6994
N 2.0627 -0.1013 0.5233
C 2.2142 -0.0541 1.8821
C 0.9229 -1.0004 2.7352
O 1.3223 -1.2559 3.8480
O -0.0793 -1.1515 2.0584
H 0.4184 -6.5914 2.6130
H 0.3461 -7.2370 0.9671
H -0.9361 -6.1821 1.5527
H 2.1047 -4.9316 2.8253
H 3.2625 -2.9167 2.0003
H 0.9966 -3.0865 -1.6154
H -0.1367 -5.1315 -0.8100
H 1.9596 0.9274 2.2811
H 3.1389 -0.4746 2.2794
F -2.4216 1.0942 0.6271
As -4.0337 0.6775 0.0394
F -4.7221 1.6202 1.3194
F -3.9773 2.0906 -0.9900
F -5.6151 0.2878 -0.5623
F -3.2943 -0.2290 -1.2733
F -4.0122 -0.7479 1.0123
C -1.7681 4.2984 0.3289
C -0.4302 4.2316 -0.3904
S 0.4532 2.6929 0.0839
O 0.9882 2.9825 1.4371
C 1.8754 2.9073 -1.0523
C 1.5121 2.6142 -2.5006
H -2.2694 5.2428 0.1142
H -1.6229 4.2184 1.4066
H -2.4215 3.4865 0.0159
H 0.2295 5.0467 -0.0891
H -0.5597 4.2232 -1.4734
H 2.5958 2.1772 -0.6870
H 2.2718 3.9123 -0.9044
H 1.0427 1.6324 -2.5838
H 2.4093 2.5964 -3.1199
H 0.8365 3.3631 -2.9138